(1)
Here is a structure of composition C27H42As3N3S2Ta at a distorted geometry from OMol25. Energies are from the ωB97M-V functional and the def2-TZVPD basis.

Computed properties:
Total charge: +3
HOMO level, eV: -15.403
Multiplicity: 1
Relative energy (zero: lowest compared OMol25 entry of this formula, charge and spin), kcal per mole: 0.7

Each line ends with the Löwdin charge.
Atoms and positions in Å:
Ta 0.640 1.241 0.072  1.498
C -2.535 2.744 -1.499  -0.248
As -2.076 1.100 -0.576  1.083
C -3.575 1.042 0.652  -0.244
C -2.525 -0.140 -2.011  -0.316
C -2.320 -1.655 -1.864  -0.679
C -3.076 -2.282 -3.051  -0.066
C -0.850 -2.023 -2.059  -0.293
As 0.509 -1.365 -0.833  1.090
C 2.093 -1.670 -1.906  -0.243
C 0.749 -2.676 0.566  -0.254
C -2.858 -2.161 -0.515  -0.386
As -3.433 -4.074 -0.388  1.174
C -1.733 -4.913 0.115  -0.336
C -4.121 -3.890 1.433  -0.330
H -3.475 2.566 -2.020  0.061
H -1.771 3.010 -2.227  0.035
H -2.683 3.555 -0.789  0.044
H -4.461 1.112 0.020  0.063
H -3.541 1.913 1.305  0.049
H -3.620 0.130 1.234  0.017
H -2.001 0.245 -2.890  0.082
H -3.589 0.062 -2.161  0.101
H -2.793 -1.797 -3.987  0.102
H -4.154 -2.175 -2.921  0.101
H -2.864 -3.347 -3.143  0.077
H -0.502 -1.690 -3.041  0.099
H -0.724 -3.108 -2.016  0.087
H 2.048 -2.698 -2.267  0.062
H 2.991 -1.547 -1.304  0.030
H 2.106 -0.992 -2.756  0.033
H 0.810 -3.658 0.100  0.047
H -0.075 -2.664 1.276  0.016
H 1.685 -2.464 1.084  0.037
H -3.784 -1.628 -0.282  0.065
H -2.145 -1.938 0.296  0.034
H -1.050 -4.975 -0.733  0.012
H -1.962 -5.934 0.419  0.036
H -1.255 -4.407 0.955  0.000
H -5.062 -3.343 1.424  0.027
H -3.408 -3.391 2.094  0.015
H -4.316 -4.887 1.824  0.035
C 3.938 1.375 -1.928  -0.058
C 3.937 1.000 -0.485  -0.606
N 2.879 0.806 0.299  -0.069
C 3.260 0.375 1.564  -0.347
C 4.596 0.257 1.737  -0.270
S 5.409 0.672 0.301  1.214
C 2.201 0.094 2.521  -0.341
C 2.314 -0.380 3.782  -0.262
S 0.770 -0.582 4.475  1.244
C 0.021 -0.035 3.071  -0.609
N 0.884 0.306 2.109  -0.087
C -1.454 0.026 2.946  -0.062
H 2.948 1.642 -2.280  0.037
H 4.305 0.539 -2.526  0.105
H 4.610 2.214 -2.105  0.099
H 5.135 -0.057 2.617  0.108
H 3.209 -0.628 4.329  0.110
H -1.941 -0.343 3.847  0.106
H -1.774 -0.592 2.106  0.053
H -1.782 1.053 2.783  0.082
C -0.119 3.184 0.686  -0.231
C 1.312 3.549 0.625  -0.406
C 2.129 3.468 1.775  -0.035
C 3.452 3.851 1.711  -0.018
C 3.986 4.303 0.502  -0.001
C 3.204 4.370 -0.646  -0.024
C 1.874 3.987 -0.595  -0.034
H -0.754 3.724 -0.008  0.058
H -0.556 3.208 1.687  0.094
H 1.693 3.160 2.719  0.131
H 4.066 3.840 2.602  0.134
H 5.016 4.637 0.467  0.137
H 3.620 4.760 -1.565  0.137
H 1.244 4.089 -1.472  0.127
N 0.485 1.453 -3.218  0.140
C 0.586 1.450 -2.065  -0.476

***

(2)
Here is a structure of composition C27H42BrCoN12OSe from OMol25. Energies are from the ωB97M-V functional and the def2-TZVPD basis.

Computed properties:
Total charge: +2
HOMO level (spin up / spin down), eV: -12.509 / -12.509
Multiplicity: 1
Relative energy (zero: lowest compared OMol25 entry of this formula, charge and spin), kcal per mole: 0.0

Each line ends with the Löwdin charge.
Atoms and positions in Å:
Co -0.483 0.810 1.261  0.052
C 0.261 -0.600 5.590  -0.008
N -0.775 -1.263 4.804  -0.117
C -1.583 -2.309 5.432  -0.010
C -1.058 -0.790 3.583  -0.366
N -0.503 0.268 3.071  0.060
N -2.005 -1.494 2.868  0.191
C -2.506 -1.186 1.626  -0.422
N -3.487 -2.001 1.198  0.207
N -2.074 -0.177 0.949  0.042
H 0.509 -1.227 6.441  0.100
H -0.071 0.374 5.958  0.110
H 1.171 -0.483 5.000  0.097
H -1.237 -2.445 6.451  0.101
H -1.466 -3.267 4.920  0.101
H -2.637 -2.029 5.480  0.107
H 0.132 0.750 3.689  0.075
H -2.350 -2.337 3.293  0.130
H -3.811 -2.786 1.736  0.125
H -3.863 -1.898 0.272  0.130
H -2.521 -0.066 0.048  0.089
C -0.218 -2.439 -5.269  -0.040
C 1.132 -2.486 -4.541  -0.558
C 2.116 -1.527 -5.227  -0.039
C 1.689 -3.906 -4.642  -0.057
C 0.937 -2.052 -3.089  -0.155
C 0.440 -0.785 -2.806  -0.071
C 0.296 -0.430 -1.486  -0.456
Br -0.371 1.347 -1.091  1.019
C 0.593 -1.216 -0.371  -0.339
O 0.481 -0.749 0.874  -0.244
C 1.053 -2.519 -0.658  -0.071
C 1.224 -2.868 -1.999  0.033
C 1.412 -3.592 0.391  -0.524
C 2.925 -3.851 0.326  -0.030
C 1.059 -3.254 1.844  -0.059
C 0.658 -4.890 0.055  -0.040
H -0.092 -2.745 -6.309  0.092
H -0.644 -1.434 -5.270  0.078
H -0.937 -3.114 -4.801  0.092
H 2.266 -1.826 -6.265  0.092
H 3.085 -1.539 -4.725  0.094
H 1.746 -0.500 -5.229  0.078
H 1.814 -4.169 -5.693  0.094
H 1.013 -4.639 -4.199  0.090
H 2.666 -3.994 -4.164  0.092
H 0.179 -0.090 -3.593  0.111
H 1.607 -3.857 -2.202  0.096
H 3.486 -2.945 0.566  0.089
H 3.235 -4.183 -0.665  0.086
H 3.206 -4.626 1.042  0.093
H 1.612 -2.396 2.223  0.070
H 1.310 -4.119 2.461  0.091
H -0.007 -3.050 1.958  0.066
H 0.912 -5.282 -0.928  0.080
H -0.422 -4.727 0.081  0.089
H 0.906 -5.660 0.787  0.092
N 3.648 4.055 2.115  0.167
N 2.927 2.915 1.842  -0.257
N 3.473 1.731 1.930  0.175
C 2.428 0.937 1.740  -0.121
N 1.310 1.648 1.565  -0.070
N 1.649 2.928 1.630  0.105
H 4.613 3.882 1.853  0.121
H 3.268 4.838 1.595  0.112
H 2.458 -0.137 1.724  0.122
C -4.124 4.120 -0.008  0.004
N -2.712 4.465 -0.103  -0.053
C -1.712 3.973 0.638  -0.665
Se -1.831 2.702 2.023  0.848
N -0.575 4.572 0.259  0.121
C -0.826 5.457 -0.784  -0.168
C -0.002 6.290 -1.529  0.005
C -0.615 7.058 -2.499  -0.052
C -2.000 7.000 -2.720  -0.048
C -2.818 6.172 -1.977  0.015
C -2.195 5.397 -1.006  -0.148
H -4.234 3.291 0.684  0.055
H -4.489 3.833 -0.993  0.106
H -4.688 4.976 0.357  0.113
H 0.304 4.339 0.706  0.107
H 1.065 6.343 -1.361  0.117
H -0.016 7.725 -3.103  0.118
H -2.435 7.624 -3.488  0.118
H -3.885 6.133 -2.145  0.122

***

(3)
Here is a structure of composition C27H42Cl22I2N2O at a distorted geometry from OMol25. Energies are from the ωB97M-V functional and the def2-TZVPD basis.

Computed properties:
HOMO level, eV: -8.571
Multiplicity: 1

Each line ends with the Löwdin charge.
Atoms and positions in Å:
C -2.279 1.263 0.806  -0.114
O -2.719 0.256 -0.098  -0.183
C -2.135 0.503 -1.377  -0.235
C -2.875 -0.253 -2.478  -0.151
C -2.015 -0.488 -3.735  -0.185
C -1.273 -1.863 -3.749  -0.118
C -0.752 -2.264 -2.358  -0.175
C -1.490 -3.141 -1.635  0.023
C -1.111 -3.555 -0.326  -0.201
N -1.919 -4.438 0.333  0.145
C -1.453 -4.708 1.529  -0.163
C -0.260 -4.177 2.091  -0.127
N 0.534 -3.358 1.445  0.136
C 0.081 -3.039 0.195  -0.201
C 0.845 -2.133 -0.577  -0.026
C 0.479 -1.724 -1.817  -0.261
C 1.269 -0.720 -2.637  -0.691
I 1.975 0.870 -1.338  0.880
C 2.391 -1.362 -3.508  -0.735
C 2.755 -0.335 -4.642  -0.197
I 4.221 -1.655 -2.367  0.798
H -3.041 2.058 0.808  0.061
H -1.320 1.714 0.502  0.079
H -2.155 0.859 1.820  0.086
H -1.062 0.260 -1.304  0.077
H -2.202 1.591 -1.582  0.130
H -3.260 -1.220 -2.130  0.113
H -3.731 0.370 -2.783  0.108
H -2.708 -0.525 -4.594  0.086
H -1.314 0.332 -3.953  0.072
H -0.393 -1.826 -4.412  0.108
H -1.933 -2.676 -4.081  0.116
H -2.409 -3.535 -2.073  0.128
H -2.042 -5.390 2.151  0.096
H 0.026 -4.472 3.103  0.106
H 1.777 -1.724 -0.178  0.041
H 0.591 -0.216 -3.336  0.048
H 2.065 -2.280 -4.007  0.085
H 2.722 -0.786 -5.642  0.077
H 2.078 0.534 -4.626  0.053
H 3.758 0.080 -4.492  -0.012
C 5.013 0.661 2.025  -1.015
Cl 3.656 -0.458 1.887  0.488
Cl 4.651 2.216 1.257  0.464
H 5.222 0.831 3.077  -0.016
H 5.878 0.225 1.539  0.030
C 3.023 -2.146 5.129  -1.008
Cl 3.672 -0.511 5.283  0.506
Cl 3.429 -3.144 6.533  0.546
H 1.943 -2.087 5.043  0.030
H 3.441 -2.606 4.240  0.017
C -4.135 5.177 2.340  -1.012
Cl -2.386 5.345 2.148  0.504
Cl -4.571 3.571 2.939  0.519
H -4.482 5.921 3.049  0.025
H -4.610 5.330 1.377  0.027
C -2.064 2.686 -6.379  -1.001
Cl -3.624 2.406 -5.583  0.533
Cl -0.779 2.939 -5.193  0.493
H -1.819 1.822 -6.980  -0.049
H -2.145 3.567 -7.007  0.031
C 1.219 4.881 -2.367  -0.996
Cl -0.352 5.647 -2.635  0.505
Cl 1.510 3.565 -3.507  0.397
H 1.997 5.627 -2.490  0.029
H 1.245 4.479 -1.359  0.020
C -4.748 -0.238 -7.768  -1.019
Cl -3.003 -0.136 -8.039  0.538
Cl -5.189 -1.747 -6.962  0.511
H -5.050 0.594 -7.143  -0.019
H -5.253 -0.190 -8.726  0.027
C 6.246 2.215 -6.055  -1.017
Cl 5.766 0.708 -6.846  0.511
Cl 4.928 2.898 -5.096  0.505
H 7.086 2.012 -5.399  0.026
H 6.533 2.932 -6.816  0.023
C 5.397 -3.578 9.540  -1.041
Cl 7.156 -3.454 9.407  0.500
Cl 4.903 -5.155 10.170  0.496
H 5.042 -2.806 10.213  0.027
H 4.963 -3.445 8.556  -0.062
C -5.116 1.225 5.653  -1.029
Cl -6.442 0.599 6.642  0.510
Cl -5.022 0.397 4.094  0.510
H -5.279 2.283 5.478  -0.007
H -4.183 1.076 6.185  0.029
C 3.014 3.207 5.792  -1.016
Cl 4.290 2.733 6.921  0.497
Cl 3.487 2.910 4.115  0.504
H 2.122 2.629 6.010  0.024
H 2.813 4.265 5.916  0.024
C -3.951 -2.885 5.413  -1.029
Cl -2.652 -3.390 6.504  0.498
Cl -3.511 -3.131 3.721  0.530
H -4.839 -3.468 5.632  0.030
H -4.152 -1.831 5.570  -0.028